Record 1
13
Properties=species:S:1:pos:R:3 method="wB97M-V/def2-TZVPD" orbital_gap_ev=8.82 homo_ev=-4.715 total_charge=-1 de_lowest_kj_mol=93.1
O -0.139 -0.352 0.293
C 1.105 -0.605 0.453
O 2.021 -0.751 -0.367
C 1.355 -0.665 1.984
H 1.097 -1.725 2.227
H 2.408 -0.532 2.120
H 0.484 -0.154 2.369
H -1.194 1.064 -1.958
H -0.405 -0.141 -1.128
O -0.903 0.152 -2.017
H -2.711 0.767 -0.271
H -1.839 2.001 -0.502
O -2.689 1.727 -0.150

Record 2
12
Properties=species:S:1:pos:R:3 method="wB97M-V/def2-TZVPD" orbital_gap_ev="7.33 / 7.34" homo_ev="-6.770 / -6.777" de_lowest_kj_mol=532.6
O -1.369 1.197 1.126
C -1.253 0.445 0.031
C 0.597 -1.358 0.577
O 1.322 -1.066 -0.583
C 1.170 0.111 -1.069
O 0.427 0.960 -0.490
H -1.088 2.099 0.915
H -1.585 0.853 -0.917
H -1.510 -0.583 0.236
H 0.890 -2.358 0.879
H 0.755 -0.581 1.329
H 1.644 0.281 -2.037

Record 3
154
Properties=species:S:1:pos:R:3 method="wB97M-V/def2-TZVPD" orbital_gap_ev=4.35 homo_ev=-8.510 total_charge=+1 de_lowest_kj_mol=0.0
C 1.877 -0.447 0.674
C 2.392 -1.434 1.699
C 2.793 -2.723 0.965
C 3.650 -0.850 2.356
C 1.355 -1.723 2.821
C 1.626 -2.810 3.667
C 0.716 -3.176 4.654
C -0.310 -2.296 5.002
C -0.412 -1.043 4.380
C -1.063 0.119 5.175
C -2.564 0.189 4.909
C -0.349 1.447 4.913
C -0.908 -0.125 6.685
C 0.165 -0.981 3.065
N -0.653 -0.533 1.972
C -1.133 -1.434 1.012
C -0.463 -2.555 0.573
C -0.984 -3.628 -0.275
C -0.887 -3.561 -1.690
C -1.647 -4.412 -2.478
C -2.455 -5.373 -1.833
N -3.698 -5.702 -2.446
O -4.520 -6.398 -1.809
O -3.949 -5.211 -3.574
C -2.281 -5.690 -0.471
C -1.526 -4.820 0.300
N -2.389 -0.994 0.628
C -3.366 -1.738 -0.135
C -4.171 -2.716 0.503
C -4.320 -2.899 2.050
C -4.951 -4.263 2.357
C -5.269 -1.808 2.563
C -3.002 -2.831 2.807
C -5.003 -3.496 -0.306
C -5.250 -3.158 -1.633
C -4.605 -2.062 -2.174
C -3.550 -1.440 -1.496
C -2.709 -0.446 -2.335
C -2.541 -1.016 -3.754
C -1.307 -0.198 -1.787
C -3.473 0.877 -2.414
C -2.567 0.281 1.151
C -1.530 0.553 1.958
H 1.719 0.551 1.096
H 2.580 -0.379 -0.159
H 0.941 -0.798 0.236
H 3.195 -3.473 1.656
H 1.944 -3.160 0.434
H 3.562 -2.497 0.213
H 4.060 -1.537 3.108
H 4.424 -0.666 1.598
H 3.422 0.107 2.845
H 2.538 -3.402 3.541
H 0.852 -4.108 5.203
H -0.970 -2.575 5.828
H -3.032 -0.788 5.085
H -3.029 0.922 5.581
H -2.798 0.490 3.885
H 0.667 1.402 5.324
H -0.244 1.697 3.859
H -0.893 2.254 5.420
H 0.143 -0.270 6.957
H -1.274 0.752 7.232
H -1.478 -0.992 7.030
H 0.297 -2.861 1.280
H -0.219 -2.830 -2.157
H -1.696 -4.336 -3.561
H -2.812 -6.545 -0.057
H -1.395 -5.008 1.370
H -4.379 -5.080 1.898
H -4.982 -4.439 3.438
H -5.988 -4.305 2.006
H -4.868 -0.803 2.379
H -6.236 -1.886 2.048
H -5.440 -1.929 3.641
H -2.604 -1.816 2.873
H -3.145 -3.166 3.847
H -2.236 -3.472 2.353
H -5.529 -4.365 0.089
H -5.998 -3.709 -2.204
H -4.898 -1.729 -3.171
H -3.494 -1.058 -4.293
H -1.863 -0.383 -4.342
H -2.120 -2.030 -3.712
H -1.301 0.538 -0.979
H -0.856 -1.129 -1.430
H -0.648 0.189 -2.575
H -3.637 1.301 -1.416
H -2.909 1.605 -3.011
H -4.454 0.732 -2.880
H -3.441 0.878 0.928
H -1.361 1.454 2.523
C 5.081 -4.438 -3.801
N 4.598 -3.421 -4.704
C 4.505 -3.755 -6.105
C 4.095 -2.258 -4.226
C 3.305 -1.411 -5.058
C 2.679 -0.317 -4.504
C 2.811 -0.005 -3.117
C 2.007 1.033 -2.542
C 2.401 1.825 -1.478
C 1.971 3.129 -1.102
C 2.430 3.648 0.192
C 3.598 3.152 0.835
C 4.007 3.612 2.076
C 3.316 4.677 2.717
N 3.746 5.181 3.909
C 3.278 6.456 4.409
C 4.686 4.485 4.762
C 2.154 5.196 2.087
C 1.707 4.652 0.894
C 1.175 4.001 -1.972
C 0.218 3.529 -2.908
C -0.387 4.361 -3.842
C -0.221 5.772 -3.761
N -0.919 6.623 -4.571
C -1.072 8.033 -4.272
C -1.427 6.231 -5.868
C 0.660 6.281 -2.770
C 1.354 5.418 -1.939
C 3.791 -0.717 -2.373
C 4.329 -1.890 -2.871
H 4.304 -4.748 -3.085
H 5.373 -5.295 -4.408
H 5.945 -4.073 -3.232
H 4.885 -2.935 -6.727
H 5.115 -4.646 -6.265
H 3.468 -3.966 -6.410
H 3.132 -1.684 -6.103
H 2.069 0.319 -5.149
H 1.212 1.370 -3.201
H 3.224 1.439 -0.870
H 4.246 2.420 0.350
H 4.894 3.168 2.534
H 3.245 7.203 3.605
H 2.274 6.382 4.854
H 3.975 6.794 5.182
H 4.815 3.448 4.442
H 5.664 4.985 4.755
H 4.317 4.476 5.796
H 1.599 6.009 2.560
H 0.779 5.038 0.473
H -0.096 2.487 -2.905
H -1.047 3.930 -4.601
H -1.003 8.216 -3.195
H -0.314 8.641 -4.787
H -2.057 8.361 -4.623
H -1.016 5.263 -6.167
H -2.525 6.174 -5.858
H -1.142 6.988 -6.614
H 0.798 7.362 -2.676
H 2.057 5.864 -1.235
H 4.133 -0.357 -1.403
H 4.920 -2.543 -2.221

Record 4
14
Properties=species:S:1:pos:R:3 method="wB97M-V/def2-TZVPD" orbital_gap_ev=8.56 smiles="O=CO.CSC" homo_ev=-8.055 de_lowest_kj_mol=64.4
O -0.009 -0.886 -1.650
C 0.201 -2.041 -1.846
O 1.376 -2.623 -1.535
H -0.518 -2.758 -2.261
H 1.330 -3.562 -1.789
C 0.176 0.201 1.787
S -0.985 1.306 0.976
C 0.075 2.765 0.942
H 1.130 0.247 1.292
H 0.347 0.489 2.832
H -0.206 -0.806 1.770
H 0.758 2.695 0.093
H 0.664 2.797 1.852
H -0.473 3.703 0.903

Record 5
65
Properties=species:S:1:pos:R:3 method="wB97M-V/def2-TZVPD" orbital_gap_ev=5.86 homo_ev=-4.006 total_charge=-1 de_lowest_kj_mol=0.0
Ta -0.021 -0.153 -0.056
C -0.068 -1.705 3.299
N -0.960 -1.765 2.138
C -1.273 -3.173 1.847
C -2.204 -1.060 2.323
C -2.800 -0.914 3.565
C -3.932 -0.128 3.716
C -4.433 0.546 2.615
C -3.847 0.388 1.370
C -2.768 -0.479 1.180
N -2.094 -0.681 -0.050
C -2.844 -0.766 -1.236
C -4.228 -0.601 -1.370
C -4.844 -0.603 -2.617
C -4.112 -0.794 -3.771
C -2.760 -1.095 -3.651
C -2.150 -1.117 -2.412
N -0.841 -1.679 -2.202
C 0.012 -1.730 -3.394
C -1.097 -3.093 -1.832
H 0.893 -2.129 3.010
H -0.462 -2.284 4.144
H 0.080 -0.667 3.591
H -1.741 -3.639 2.724
H -0.365 -3.718 1.595
H -1.975 -3.225 1.018
H -2.351 -1.379 4.432
H -4.380 -0.001 4.692
H -5.261 1.235 2.727
H -4.179 1.006 0.551
H -4.851 -0.472 -0.503
H -5.913 -0.436 -2.668
H -4.580 -0.751 -4.745
H -2.184 -1.332 -4.535
H 0.139 -0.747 -3.832
H 0.989 -2.101 -3.092
H -0.404 -2.416 -4.141
H -1.672 -3.572 -2.633
H -1.669 -3.134 -0.912
H -0.154 -3.610 -1.687
Se 2.120 0.195 1.602
Te 2.887 2.517 1.237
Te 0.434 3.739 1.696
Se -0.873 1.647 1.886
S 6.595 -2.957 -2.248
C 5.107 -2.390 -1.815
S 4.024 -3.241 -0.776
C 2.711 -2.094 -0.814
C 2.918 -0.986 -1.542
S 1.743 0.287 -1.736
S 4.464 -0.879 -2.343
S 1.263 -2.391 0.101
C 0.266 2.969 -3.234
C -0.725 1.893 -2.789
C -2.143 2.340 -3.149
C -0.621 1.624 -1.275
H 0.192 3.148 -4.311
H 1.294 2.695 -3.001
H 0.046 3.908 -2.718
H -0.513 0.988 -3.361
H -2.375 3.279 -2.638
H -2.887 1.600 -2.848
H -2.245 2.505 -4.226
H -1.599 1.809 -0.819
H 0.026 2.393 -0.831

Record 6
8
Properties=species:S:1:pos:R:3 method="wB97M-V/def2-TZVPD" orbital_gap_ev=8.35 smiles="C=[Si](Cl)Cl.[H][H]" homo_ev=-8.169 de_lowest_kj_mol=338.1
C -1.496 -0.366 1.270
Si -0.844 0.188 -0.347
Cl 0.723 1.330 -0.162
Cl -1.278 -0.283 -2.182
H -1.085 0.019 2.200
H -2.462 -0.860 1.250
H 3.575 -0.048 -0.951
H 2.868 0.021 -1.078

Record 7
18
Properties=species:S:1:pos:R:3 method="wB97M-V/def2-TZVPD" orbital_gap_ev=8.80 homo_ev=-8.110 de_lowest_kj_mol=102.0
C 0.250 1.175 1.562
C -2.015 0.847 0.281
C 2.064 -0.867 -2.212
C -0.045 -1.180 -0.239
C -0.849 0.241 1.097
S 0.452 -0.278 -1.698
Br -1.424 -0.984 2.512
H 1.039 0.796 2.344
H 0.890 1.476 0.678
H -0.180 2.113 1.883
H -2.643 -0.096 0.112
H -1.559 1.198 -0.627
H -2.622 1.594 0.885
H 2.907 -0.404 -1.650
H 1.882 -0.554 -3.282
H 2.125 -1.931 -1.886
H -0.932 -1.679 -0.278
H 0.658 -1.468 0.519

Record 8
28
Properties=species:S:1:pos:R:3 method="wB97M-V/def2-TZVPD" orbital_gap_ev="7.94 / 5.37" homo_ev="-12.370 / -12.763" total_charge=+1 de_lowest_kj_mol=611.6
C 0.203 0.107 -3.733
C 3.014 1.392 -0.064
C 1.297 0.802 -3.336
C 2.875 1.245 -1.403
C -0.699 -0.567 -2.861
C 2.096 0.712 0.735
C 1.685 0.693 -1.988
C 0.788 0.101 -1.040
C -0.418 -0.562 -1.470
C -1.609 -1.158 0.585
C -0.668 -1.829 1.606
C -1.549 1.136 1.727
N 1.102 0.020 0.276
N -1.883 0.151 0.794
O -1.206 -1.370 -0.752
H -0.148 0.521 -4.750
H 3.861 1.666 0.393
H 1.985 1.410 -4.052
H 3.568 1.618 -2.046
H -1.473 -1.145 -3.270
H 2.147 0.892 1.744
H -2.468 -1.839 0.589
H 0.293 -1.404 1.578
H -0.417 -2.764 1.251
H -1.095 -1.881 2.560
H -0.421 1.087 1.808
H -1.966 2.183 1.502
H -1.912 0.889 2.775